Record 1
The following is a quantum chemistry calculation of C9H14N2O2 in the gas phase at a distorted geometry, from the OMol25 dataset.

Last column: natural (NBO) charge in e.
CARTESIAN COORDINATES (ANGSTROEM)
H  -0.69  -2.30  -0.32  0.22
O  -1.06  2.59  0.62  -0.20
H  4.35  0.20  0.44  0.23
H  -0.77  -1.03  1.90  0.21
C  0.90  -0.29  -0.16  0.28
H  3.30  1.63  0.40  0.25
H  -2.89  0.50  -1.56  0.21
H  -2.92  1.37  -0.02  0.23
H  -2.46  -2.36  -0.34  0.21
C  -0.35  1.85  0.01  0.39
C  -1.68  -0.39  -0.02  -0.03
H  -1.65  0.55  1.98  0.23
C  2.31  -0.19  0.00  0.23
C  -1.17  -0.19  1.36  -0.41
H  1.88  -0.87  -1.92  0.36
H  1.57  -1.66  1.28  0.35
H  -1.58  -1.70  -1.72  0.21
N  1.75  -0.05  -1.34  -0.63
N  1.66  -1.48  0.28  -0.61
H  -3.80  -0.16  -0.19  0.21
C  3.37  0.58  0.70  -0.64
O  0.51  2.31  -0.91  -0.70
C  -2.89  0.38  -0.48  -0.61
H  3.23  0.51  1.77  0.23
C  -1.59  -1.77  -0.63  -0.61
H  1.03  1.60  -1.34  0.51
C  -0.36  0.36  0.21  -0.13

Its expectation value of S² is 2.0068. As for the multiplicity: 3. The energy above the lowest of the compared OMol25 structures with the same formula, charge and spin comes out at 0.0000 eV. For the HOMO-LUMO gap (alpha / beta), the calculation gives 5.30 / 5.94 eV. The calculation puts the LUMO energy (alpha / beta) at 0.771 / -2.858 eV.

Record 2
The following is a quantum chemistry calculation of 7 unconnected molecules or ions with the total composition C16H32N4O3S3 at a distorted geometry, from the OMol25 dataset.

Last column: natural (NBO) charge in e.
CARTESIAN COORDINATES (ANGSTROEM)
C  -2.83  1.23  7.88  -0.07
H  -0.57  -0.03  0.95  0.26
S  3.09  -3.83  3.60  1.21
C  0.24  -4.91  -4.42  -0.73
H  0.40  -0.80  -0.32  0.25
H  -4.96  1.28  -10.23  0.23
C  -4.45  0.98  -6.65  -0.80
H  6.29  2.74  4.11  0.23
H  0.02  -4.46  -5.39  0.27
N  -1.96  0.26  7.54  -0.50
H  -0.86  0.54  -0.62  0.26
H  4.30  2.63  1.25  0.22
O  -2.59  0.35  -8.56  -0.95
N  -1.21  -6.90  -3.68  -0.32
C  -1.97  -0.65  8.61  -0.10
S  4.00  3.59  3.43  1.14
C  4.39  3.66  1.58  -0.79
C  5.28  2.35  4.06  -0.82
C  2.08  -5.31  3.16  -0.84
H  -1.36  0.15  6.74  0.42
C  -1.63  -1.41  -0.20  0.28
H  -5.36  -0.14  -9.16  0.24
H  2.68  -6.22  3.12  0.23
C  0.06  5.42  -5.32  0.29
N  0.39  4.75  -4.43  -0.34
H  5.43  3.98  1.49  0.23
C  3.99  -3.94  1.95  -0.79
H  1.27  -5.21  -4.23  0.25
H  3.83  4.32  0.92  0.25
C  -2.87  -0.16  9.59  -0.29
H  1.48  -5.15  2.26  0.23
C  -0.18  6.30  -6.44  -0.73
C  -0.57  -0.36  -0.08  -0.72
H  4.29  -2.91  1.73  0.23
H  5.28  1.31  3.72  0.24
H  0.28  5.81  -7.30  0.26
H  5.16  2.42  5.14  0.25
S  -3.65  1.44  -8.33  1.18
H  -4.33  -0.10  -6.54  0.24
O  2.24  -2.60  3.57  -0.97
H  -6.05  1.48  -8.86  0.23
H  -5.45  1.35  -6.45  0.22
H  -1.18  6.70  -6.60  0.26
H  3.35  -4.27  1.13  0.23
C  -3.36  0.98  9.15  -0.32
O  4.30  5.00  4.06  -0.94
H  0.08  -4.18  -3.62  0.25
C  -5.17  0.94  -9.21  -0.81
H  -1.39  -1.56  8.52  0.21
H  -3.15  -0.65  10.51  0.22
H  0.43  7.15  -6.15  0.26
H  -3.82  1.40  -5.86  0.23
H  -2.96  2.00  7.13  0.20
H  -3.93  1.70  9.72  0.22
C  -0.55  -6.01  -3.92  0.28
H  4.81  -4.59  2.27  0.22
H  1.39  -5.62  3.95  0.24
N  -2.45  -2.23  -0.28  -0.33

For the HOMO-LUMO gap, the calculation gives 7.85 eV. The calculation puts the LUMO energy at 0.110 eV.

Record 3
The following is a quantum chemistry calculation of C3H6N2S in the gas phase at a distorted geometry, from the OMol25 dataset.

Last column: natural (NBO) charge in e.
CARTESIAN COORDINATES (ANGSTROEM)
H  0.06  -0.82  1.50  0.24
H  -0.58  1.63  0.49  0.38
C  -0.21  -0.75  0.42  -0.56
N  -1.43  1.24  0.08  -0.82
H  -0.31  -1.79  0.11  0.27
C  -1.53  -0.09  0.15  0.43
H  -2.26  1.82  0.26  0.39
C  0.89  -0.12  -0.44  -0.25
H  -3.28  -0.09  -0.48  0.32
H  0.47  0.24  -1.35  0.20
S  2.43  0.07  0.00  0.08
N  -2.54  -0.72  -0.27  -0.69

The energy above the lowest of the compared OMol25 structures with the same formula, charge and spin comes out at 1.2799 eV. For the HOMO-LUMO gap, the calculation gives 8.59 eV. The calculation puts the LUMO energy at -0.397 eV. Its structure (SMILES) is [H]/N=C(\N)CC=S.

Record 4
The following is a quantum chemistry calculation of a molecular structure, C31H52AuGe2NO5, from the OMol25 dataset.

Last column: natural (NBO) charge in e.
CARTESIAN COORDINATES (ANGSTROEM)
C  -2.26  3.13  -2.18  -0.24
H  -1.93  -0.36  -4.27  0.22
H  2.96  2.13  2.07  0.19
H  -2.31  -1.22  3.40  0.22
H  -4.55  0.16  -3.17  0.23
Au  1.26  0.04  0.56  1.27
N  -2.44  -0.49  -1.77  -0.41
O  0.99  -0.76  3.01  -1.01
H  -4.46  -4.56  -5.42  0.23
H  5.54  1.50  0.82  0.22
H  -4.31  -4.48  -0.79  0.23
C  -3.39  3.33  -2.98  -0.05
C  -0.06  -2.08  4.76  -0.64
H  -4.58  -5.06  -3.17  0.22
H  3.22  -3.94  0.44  0.22
H  0.01  -4.23  -1.55  0.22
H  1.42  -1.52  -1.77  0.21
H  -3.31  -2.29  -0.17  0.23
H  4.01  1.33  -0.03  0.21
H  0.72  4.86  3.39  0.24
C  -4.13  -4.11  -2.89  -0.17
C  4.08  0.29  1.86  0.26
Ge  2.18  -2.07  2.49  1.39
H  -0.40  1.24  3.86  0.20
O  3.01  -0.59  1.44  -0.93
C  -2.77  0.76  -2.16  0.15
H  2.88  1.05  3.48  0.24
H  -1.71  -0.53  -1.05  0.45
C  2.91  4.57  -0.14  -1.09
H  -0.64  -2.69  -0.98  0.19
H  -1.22  -2.04  2.26  0.21
C  0.03  5.96  0.15  -1.08
H  -0.94  -2.15  5.40  0.22
C  -3.12  -2.02  -3.56  0.06
H  -2.91  -3.83  -5.81  0.23
Ge  1.28  4.67  0.91  1.60
C  -4.23  2.29  -3.36  -0.31
C  -3.98  -3.80  -1.55  -0.20
C  -0.03  -3.55  -0.70  -0.61
C  -2.57  -1.15  -4.65  -0.66
C  1.62  5.00  2.80  -1.09
H  2.32  -4.99  -0.66  0.23
C  4.74  0.80  0.58  -0.63
H  4.61  -0.87  3.62  0.22
O  -0.50  0.48  -0.38  -0.82
H  4.34  2.00  3.15  0.23
H  -1.29  0.40  5.15  0.22
H  0.47  0.56  5.24  0.22
C  2.22  -4.27  0.16  -0.63
H  1.77  -4.79  1.00  0.22
H  -0.97  5.83  0.57  0.24
H  -0.46  2.79  1.45  0.21
C  -3.71  -3.25  -3.90  -0.02
H  2.18  -3.02  -2.29  0.23
H  3.25  5.57  -0.40  0.25
H  1.96  6.02  2.93  0.25
C  -3.02  -1.70  -2.21  0.07
C  3.53  1.43  2.69  -0.63
O  -0.05  2.73  -0.58  -0.53
H  0.81  -1.95  5.40  0.22
H  -0.02  5.84  -0.93  0.23
H  -3.62  4.34  -3.30  0.23
H  3.71  4.07  0.41  0.23
H  3.01  -1.97  -1.12  0.22
O  1.19  -2.19  0.82  -0.91
H  2.39  4.33  3.18  0.24
H  1.13  2.12  1.04  0.13
C  5.05  -0.55  2.67  -0.64
H  0.36  6.98  0.37  0.24
C  -3.87  -3.65  -5.34  -0.64
H  -1.46  -0.29  2.16  0.21
C  -3.42  -2.58  -1.20  -0.21
C  -1.37  -1.13  2.85  -0.63
H  -1.99  -1.75  -5.34  0.23
H  -0.53  -4.06  0.13  0.22
C  -0.81  1.65  -0.86  0.61
H  -4.37  -2.87  -5.92  0.22
C  -0.36  0.40  4.56  -0.62
C  -1.92  1.86  -1.70  -0.09
H  -5.12  2.47  -3.95  0.24
C  -0.20  -0.91  3.80  0.28
H  0.03  -3.03  4.23  0.21
H  5.37  -1.43  2.11  0.22
C  1.36  -3.10  -0.29  0.25
H  5.16  -0.02  0.00  0.22
H  2.73  4.03  -1.07  0.24
H  -3.37  -0.67  -5.23  0.23
C  2.04  -2.35  -1.44  -0.64
H  5.94  0.04  2.91  0.23
C  -3.91  1.01  -2.93  -0.12
C  0.39  2.90  0.77  -0.47
H  -1.65  3.97  -1.91  0.24

The total charge is +1. Its expectation value of S² is 3.7745. As for the multiplicity: 4. The energy above the lowest of the compared OMol25 structures with the same formula, charge and spin comes out at 0.2048 eV. For the HOMO-LUMO gap (alpha / beta), the calculation gives 6.75 / 5.65 eV. The calculation puts the LUMO energy (alpha / beta) at -1.731 / -5.479 eV.

Number 1: calculated total energy -16627.21391 eV. Number 2: calculated total energy -61712.92885 eV. Number 3: calculated total energy -17022.76114 eV. Number 4: calculated total energy -161435.21470 eV.